This record from the Open Molecules 2025 dataset describes a cluster of 6 separate species, C59H81FINO18 in total in a non-equilibrium geometry. The level of theory is the ωB97M-V functional and the def2-TZVPD basis.

The value obtained for the LUMO energy is -0.0614 Eh. The SMILES is CNCc1ccc([C@H](C)F)c2c1C(=O)c1c(CCCCOC)c(Cc3ccccc3C)c(I)c(Cc3ccccc3C)c1C2=O.CCOC(=O)OC.CCOC(=O)OC.CCOC(=O)OC.CCOC(=O)OC.CCOC(=O)OC. The frontier orbital gap is 6.5 eV.

Element x y z (Å)
C1 0.50395 4.94792 -5.41881
N1 0.33906 5.19032 -6.92747
C2 -0.41298 3.97409 -7.45648
C3 0.42818 2.60594 -7.13006
C4 1.85703 2.39540 -7.95509
C5 2.82429 1.06171 -7.66959
C6 2.41371 -0.11155 -6.57227
C7 3.39423 -1.42605 -6.30799
C8 4.90879 -1.22125 -6.98497
F1 2.85218 -2.67326 -6.95479
C9 0.97738 0.10199 -5.76967
C10 0.01347 1.43826 -6.05696
C11 -1.41501 1.54773 -5.19372
O1 -2.54862 1.99596 -5.73886
C12 -1.29741 0.99606 -3.61899
C13 -2.06153 1.75432 -2.34184
C14 -2.98440 3.05624 -2.72579
C15 -4.49319 2.69537 -3.27012
C16 -4.79712 1.09496 -3.45268
C17 -5.12304 0.31277 -2.01153
O2 -4.20059 -0.84177 -1.89370
C18 -4.81286 -1.66072 -0.79985
C19 -1.88905 1.20933 -0.76988
C20 -2.63538 2.04318 0.42813
C21 -1.60349 2.83568 1.45177
C22 -1.25368 2.28365 2.99141
C23 -0.23468 3.02934 4.03688
C24 0.54513 4.45084 3.63210
C25 0.18204 5.04384 2.13050
C26 -0.85065 4.27730 1.06140
C27 -1.08076 5.03430 -0.37443
C28 -0.95996 -0.15991 -0.53202
I1 -0.70152 -1.03533 1.50504
C29 -0.19821 -0.95746 -1.78965
C30 0.70785 -2.31532 -1.60745
C31 2.34127 -2.02102 -1.53454
C32 2.99230 -0.57319 -2.00895
C33 4.64729 -0.44544 -1.90041
C34 5.57176 -1.73127 -1.36414
C35 4.90529 -3.15333 -0.87757
C36 3.26362 -3.29405 -0.96988
C37 2.57495 -4.74745 -0.52388
C38 -0.35087 -0.35523 -3.34247
C39 0.37385 -0.99868 -4.66453
O3 0.49173 -2.29446 -4.96316
H1 0.59830 6.00701 -4.89531
H2 1.55353 4.40828 -5.30402
H3 -0.37943 4.33996 -4.94833
H4 1.26603 5.30486 -7.39650
H5 -1.52708 3.97484 -7.09929
H6 -0.40970 4.09393 -8.64431
H7 2.18055 3.21819 -8.75643
H8 3.84527 1.02540 -8.28711
H9 3.59605 -1.58064 -5.14455
H10 4.77978 -0.99985 -8.14045
H11 5.54995 -0.40965 -6.42215
H12 5.52946 -2.23765 -6.92466
H13 -2.39352 3.64027 -3.57829
H14 -3.12212 3.83509 -1.84990
H15 -4.72470 3.20968 -4.32222
H16 -5.26648 3.13830 -2.50948
H17 -4.00285 0.51720 -4.10292
H18 -5.81950 1.01827 -4.06437
H19 -6.23907 -0.04310 -2.02575
H20 -4.98488 1.06697 -1.10952
H21 -4.10776 -2.58630 -0.63602
H22 -4.90748 -0.94907 0.12428
H23 -5.86395 -2.05938 -1.16356
H24 -3.48353 2.78288 0.03026
H25 -3.22298 1.25128 1.10098
H26 -1.75753 1.27125 3.29752
H27 0.01007 2.57776 5.11457
H28 1.30333 4.99009 4.37462
H29 0.69286 6.07129 1.81927
H30 -0.65072 4.46948 -1.30538
H31 -0.54949 6.10197 -0.36256
H32 -2.24325 5.28285 -0.47411
H33 0.46246 -2.92641 -0.61302
H34 0.56364 -3.10958 -2.48556
H35 2.34529 0.34259 -2.40554
H36 5.18916 0.54915 -2.23444
H37 6.73909 -1.63274 -1.32515
H38 5.50613 -4.07517 -0.47771
H39 1.75551 -4.61862 0.30712
H40 3.40196 -5.54874 -0.25170
H41 2.04660 -5.15734 -1.51257
C40 -0.13716 -8.03141 4.94947
C41 -1.41835 -7.34691 4.50584
O4 -1.45334 -5.98084 4.93894
C42 -0.65582 -5.12445 4.25217
O5 0.07113 -5.41256 3.31552
O6 -0.78098 -3.89271 4.80845
C43 0.09382 -2.91865 4.24839
H42 -0.00758 -7.94030 6.03317
H43 -0.15336 -9.09275 4.68200
H44 0.74188 -7.57675 4.48662
H45 -2.27322 -7.84732 4.97212
H46 -1.55933 -7.41043 3.42078
H47 -0.02215 -2.85710 3.16134
H48 1.12925 -3.15322 4.51389
H49 -0.16083 -1.94520 4.67682
C44 -4.73974 -1.20809 4.55859
C45 -4.96454 0.29081 4.46080
O7 -6.02014 0.59803 3.54086
C46 -7.27850 0.35089 3.98420
O8 -7.58087 -0.09884 5.07740
O9 -8.14593 0.66059 2.98722
C47 -9.50087 0.33966 3.28530
H50 -4.55796 -1.63544 3.56671
H51 -3.88277 -1.42920 5.20276
H52 -5.61437 -1.71932 4.96765
H53 -4.05840 0.76542 4.07058
H54 -5.16638 0.73715 5.44126
H55 -9.82238 0.80170 4.22450
H56 -9.62449 -0.74689 3.32700
H57 -10.12870 0.72827 2.47857
C48 0.39157 10.16791 7.01729
C49 1.19485 9.65215 5.83596
O10 0.53027 8.55482 5.19631
C50 -0.54433 8.88012 4.43439
O11 -0.98172 10.00413 4.24983
O12 -1.07159 7.73291 3.93618
C51 -2.27832 7.92612 3.20531
H58 0.17255 9.35513 7.71793
H59 0.94170 10.95317 7.54547
H60 -0.56950 10.57953 6.70015
H61 2.15716 9.27225 6.19410
H62 1.41031 10.44643 5.11212
H63 -2.14586 8.66128 2.40474
H64 -3.07857 8.23485 3.88494
H65 -2.55898 6.97125 2.75203
C52 2.55861 -5.60698 -5.05767
C53 1.72712 -6.72762 -4.45800
O13 2.06642 -7.99333 -5.03921
C54 3.24340 -8.53199 -4.63218
O14 4.01945 -8.04145 -3.82850
O15 3.42639 -9.69989 -5.29912
C55 4.68546 -10.31458 -5.04491
H66 2.46196 -5.59752 -6.14857
H67 2.23980 -4.63630 -4.66473
H68 3.62095 -5.73227 -4.83546
H69 0.67030 -6.55083 -4.68271
H70 1.82318 -6.76695 -3.36690
H71 4.84773 -10.46140 -3.97205
H72 5.48807 -9.70965 -5.47791
H73 4.69071 -11.29445 -5.53052
C56 5.86728 -2.27946 7.62137
C57 4.69101 -1.41700 8.04488
O16 4.64228 -0.19937 7.28993
C58 4.20683 -0.31664 6.01020
O17 3.85836 -1.34870 5.46046
O18 4.25590 0.91097 5.43325
C59 3.92884 0.90706 4.04735
H74 6.80316 -1.71487 7.69102
H75 5.94176 -3.16941 8.25439
H76 5.77194 -2.60667 6.58335
H77 4.81386 -1.13211 9.09482
H78 3.74064 -1.95721 7.96583
H79 2.95288 0.44355 3.86963
H80 4.71080 0.38987 3.48284
H81 3.88400 1.94464 3.70470